# 1
47
Properties=species:S:1:pos:R:3:forces:R:3:nbo_charge:R:1 method="wB97M-V/def2-TZVPD" charge=+1 orbital_gap_ev=5.37 e_tot_ha=-4631.16936 spin_multiplicity=1
C -1.7698 -2.6212 5.0407 0.283 -0.821 -1.222 -0.82
S -3.3781 -1.7275 4.7967 -0.431 4.133 6.185 1.76
O -4.4236 -2.0912 5.7898 1.848 -0.903 -2.899 -0.84
O -3.0569 -0.2636 4.9709 -0.270 -3.233 -1.961 -0.88
P -4.1020 -1.8605 2.7412 0.361 1.075 -2.853 1.19
Br -6.2273 -1.1747 2.6396 1.519 -0.707 0.428 0.04
C -3.0581 -0.6063 1.7725 0.538 -1.012 1.006 -0.70
C -1.5474 -1.1179 1.9072 0.085 0.039 -0.778 -0.45
C -0.6387 -0.7258 0.6453 -0.002 -0.933 1.188 -0.21
N 0.7285 -1.2698 0.9458 -0.628 1.044 0.447 -0.80
N -3.7989 -3.4081 1.9989 -3.889 0.558 2.363 -0.79
C -4.7958 -4.1641 2.3571 1.021 -3.522 -0.386 0.18
S -5.6736 -5.4904 2.6881 1.931 3.969 -0.834 0.35
H -1.6550 -3.3375 4.1697 -0.100 0.631 1.073 0.25
H -0.9448 -1.8580 4.9734 -1.149 -0.604 0.181 0.29
H -1.7571 -3.1919 6.0107 -0.444 0.781 -0.954 0.30
H -3.1518 0.3966 2.2719 -0.262 -0.986 -0.615 0.30
H -3.4546 -0.6452 0.7232 0.364 0.127 0.937 0.28
H -1.4802 -2.2481 1.9991 -0.245 1.219 -0.115 0.20
H -1.0431 -0.6618 2.8070 -0.791 -0.418 -0.822 0.23
H -0.9862 -1.2382 -0.2936 0.015 0.843 0.888 0.21
H -0.6436 0.3933 0.5862 0.237 -1.103 -0.442 0.22
H 1.2202 -0.5585 1.5022 -0.050 -0.449 -0.387 0.36
H 0.6338 -2.0778 1.5730 0.132 0.288 -0.481 0.34
C 3.1809 -0.2945 -4.7613 0.025 0.248 -0.024 -0.25
O 2.5906 0.9245 -4.3515 -0.022 -0.329 0.282 -0.55
C 1.2008 0.8038 -4.0840 0.253 0.419 -0.016 -0.09
C 0.8019 1.6455 -2.8792 -0.155 -0.102 -0.036 -0.08
O 1.2364 1.1224 -1.6240 0.071 0.080 -0.081 -0.56
C 2.6355 1.1968 -1.3453 -0.010 0.036 0.222 -0.08
C 3.1590 2.6116 -1.1364 0.163 -0.155 -0.467 -0.10
O 3.2859 3.2884 -2.3793 -0.410 0.081 0.109 -0.55
C 3.0146 4.6737 -2.2844 0.165 -0.198 -0.129 -0.25
H 2.8344 -0.5706 -5.7613 0.015 -0.171 -0.001 0.17
H 4.2619 -0.1546 -4.7850 -0.079 0.092 -0.054 0.20
H 2.9583 -1.0967 -4.0488 -0.055 -0.055 -0.070 0.16
H 0.9209 -0.2406 -3.9046 0.045 0.004 0.030 0.17
H 0.6643 1.1656 -4.9694 -0.242 -0.068 0.077 0.18
H -0.2913 1.6479 -2.8268 0.028 -0.113 0.033 0.18
H 1.1049 2.6862 -2.9960 0.207 -0.078 -0.126 0.19
H 3.2120 0.6600 -2.0986 0.046 0.219 -0.109 0.20
H 2.7687 0.6509 -0.4065 -0.104 0.047 0.000 0.18
H 4.1566 2.5676 -0.6836 -0.074 -0.092 0.249 0.18
H 2.4824 3.1518 -0.4614 0.017 -0.019 -0.040 0.17
H 2.0460 4.8505 -1.8045 0.021 0.058 0.089 0.16
H 2.9710 5.0785 -3.2959 0.097 -0.078 0.042 0.20
H 3.8083 5.1799 -1.7288 -0.072 0.158 0.074 0.17

***

# 2
44
Properties=species:S:1:pos:R:3:forces:R:3:nbo_charge:R:1 method="wB97M-V/def2-TZVPD" charge=+2 orbital_gap_ev=6.18 e_tot_ha=-3983.81229 spin_multiplicity=1 relative_energy_kcal_mol=17.05
C -4.9150 -5.0983 -1.8164 0.063 0.128 0.017 -0.74
C -3.5871 -4.7173 -1.2239 0.528 -1.177 0.371 0.57
H -5.0369 -6.1835 -1.7677 0.067 0.189 0.013 0.26
H -4.9580 -4.7462 -2.8508 0.016 -0.045 0.124 0.26
H -5.7103 -4.5910 -1.2630 0.102 -0.062 -0.057 0.26
O -2.7592 -5.4269 -0.7579 -0.828 1.164 -0.513 -0.47
I -3.2708 -2.5001 -1.2990 0.138 -0.181 0.084 -0.14
Ga 0.4861 0.2620 0.2067 -2.480 0.501 -1.213 1.21
P -0.6302 0.5087 2.2229 -1.648 -1.023 2.593 0.95
C 0.3206 0.2271 3.7635 0.410 -0.037 -0.541 -0.94
C -1.3502 2.1755 2.4653 0.533 0.150 -0.931 -0.93
H -1.9380 2.2220 3.3886 0.209 -0.322 -0.126 0.28
H -2.6218 -0.3903 3.3318 0.245 0.099 -0.146 0.27
H -1.9853 2.3982 1.6041 -0.014 0.030 0.157 0.28
H -2.7290 -0.4514 1.5423 -0.006 -0.087 0.118 0.28
H 1.1650 0.9210 3.8003 -0.070 -0.033 0.120 0.25
H -0.5444 2.9132 2.5053 -0.151 0.011 0.101 0.25
C -2.0758 -0.6013 2.4057 0.357 -0.006 -0.518 -0.94
H -0.3096 0.3736 4.6470 0.008 0.021 -0.270 0.28
H -1.7341 -1.6397 2.4093 -0.098 0.071 0.010 0.27
H 0.7160 -0.7924 3.7641 -0.078 0.079 0.081 0.26
P 1.3499 0.0880 -1.9371 0.845 -1.544 -2.706 0.95
C 3.1155 -0.3698 -2.1103 -0.153 0.076 0.648 -0.94
C 0.4860 -1.1438 -2.9821 -0.160 0.090 0.606 -0.94
H 0.1650 1.9437 -2.9074 0.120 0.007 -0.103 0.28
H 1.5556 1.4819 -3.9418 0.015 -0.284 0.289 0.28
H 1.8115 2.4133 -2.4362 -0.030 0.006 -0.150 0.25
C 1.2127 1.6324 -2.9125 -0.366 0.334 0.991 -0.93
H -0.5806 -0.9054 -2.9742 0.079 -0.103 -0.063 0.28
H 0.8675 -1.1285 -4.0089 0.052 0.141 0.260 0.27
H 3.4069 -0.4215 -3.1645 -0.195 0.064 0.169 0.28
H 3.2860 -1.3410 -1.6379 0.021 0.047 -0.126 0.26
H 0.6246 -2.1400 -2.5535 -0.051 0.064 -0.096 0.27
H 3.7341 0.3723 -1.5982 0.046 -0.057 -0.143 0.24
Cl -1.5850 0.8230 -0.8363 1.214 0.077 0.566 -0.55
N 3.5900 2.6535 1.3266 0.357 -0.964 0.138 -0.46
C 2.6974 3.6052 0.9995 -1.356 1.579 -0.497 -0.04
C 1.5379 2.9879 0.5797 0.596 2.064 0.218 -0.08
N 1.7185 1.6564 0.6498 2.443 0.353 0.829 -0.69
C 2.9732 1.4794 1.1049 0.203 -0.929 0.079 0.20
H 4.5620 2.7948 1.6797 -1.250 -0.247 -0.448 0.48
H 2.8798 4.6692 1.0624 0.184 -0.200 0.061 0.27
H 0.6303 3.4739 0.2467 0.068 -0.220 -0.007 0.26
H 3.4296 0.5120 1.2736 0.014 0.176 0.010 0.24